[1]
ORCA calculation (wB97M-V/def2-TZVPD) on a structure of composition C37H41CaClNO6P2S3Se.

Structure (XYZ):
```
93
Properties=species:S:1:pos:R:3:forces:R:3
H 3.351 3.181 1.418 0.02 0.01 0.01
C 1.691 -2.391 -3.734 0.01 0.00 -0.01
H -2.625 -3.387 0.094 0.00 0.00 0.00
P 0.158 1.967 -2.969 -0.09 -0.03 -0.01
C -2.500 -2.146 -2.355 0.02 0.00 0.03
C -1.925 -3.402 0.920 -0.01 0.00 0.00
H -5.071 3.443 3.619 0.01 0.00 0.02
H 3.066 1.004 -2.517 -0.01 0.00 0.01
C 4.766 -1.965 0.572 0.00 -0.01 -0.01
H 4.455 2.024 -2.170 -0.01 0.00 -0.01
C -4.285 -0.219 -1.450 -0.01 0.01 0.00
Ca 0.189 1.208 1.083 0.75 0.34 0.63
C 0.943 -3.627 -1.367 -0.02 0.01 0.00
H 4.092 -2.606 1.143 0.00 0.00 0.01
C -4.795 0.840 4.377 -0.01 -0.02 -0.01
C -4.007 1.561 3.457 0.00 -0.04 0.04
H -1.803 -2.894 -2.713 0.00 0.00 -0.01
H 5.488 0.245 -0.809 -0.01 0.00 0.01
H 5.859 -1.518 2.339 0.00 0.00 0.00
O -2.008 4.548 0.059 0.00 -0.04 -0.05
C 3.813 1.241 -1.755 -0.03 0.05 0.00
O -0.728 3.805 3.356 0.04 -0.09 0.18
S 4.368 0.339 2.212 0.01 0.00 -0.02
P -0.514 -1.362 -0.474 -0.05 -0.02 -0.04
H 1.788 1.803 -4.794 0.00 -0.01 -0.01
S 3.700 -1.344 -0.751 -0.02 -0.02 0.00
H -1.478 -4.851 3.945 0.00 0.00 0.00
C -1.656 1.955 -3.261 0.02 0.02 0.00
C 0.452 3.766 -2.827 0.02 -0.01 0.00
O 1.389 2.993 1.910 -0.36 0.08 -0.18
C -2.163 -4.227 2.006 0.00 -0.01 0.01
H -2.006 0.935 -3.443 0.00 0.00 -0.01
H -5.618 1.348 4.868 0.00 0.00 0.00
C -1.699 3.417 0.406 -0.07 0.07 0.13
H -3.199 -2.139 4.269 0.00 0.00 0.00
S 2.831 1.947 -0.414 -0.03 -0.01 -0.10
O -0.964 2.579 -0.220 -0.02 0.15 -0.13
H 5.828 1.504 0.725 0.00 0.02 0.01
H -3.519 4.610 2.021 -0.01 0.00 -0.02
H -2.734 0.364 -0.086 0.00 0.00 0.01
C 4.023 2.715 0.694 -0.01 -0.02 -0.01
C 0.703 1.697 -4.720 0.04 0.03 0.02
H -2.139 2.335 -2.361 -0.01 -0.01 0.01
C -3.420 3.567 2.283 0.18 0.08 0.16
C -4.517 -0.471 4.659 -0.01 0.01 0.02
C -1.288 -4.224 3.083 -0.01 0.00 -0.01
C -3.750 -2.026 -2.944 -0.01 -0.01 -0.01
H -1.926 2.584 -4.114 0.00 0.01 0.00
C -3.030 -0.327 -0.869 0.02 0.02 0.00
H 1.985 -1.898 -4.653 0.00 0.00 0.00
C 0.057 -2.588 1.970 -0.03 -0.05 0.00
C 5.041 1.830 1.404 0.01 -0.03 0.02
H -4.025 -2.681 -3.761 0.00 0.00 0.00
O 1.734 3.651 4.478 -0.10 -0.41 0.25
H 5.518 2.435 2.176 -0.01 -0.01 0.01
H -5.618 -0.971 -2.952 0.00 0.00 0.00
H 0.022 4.308 -3.675 0.00 0.00 0.00
H 5.544 -2.612 0.157 0.00 0.01 0.00
H 0.440 0.687 -5.043 0.00 0.00 0.00
H 0.584 -0.699 -3.017 0.00 0.00 0.00
H -0.006 4.106 -1.898 0.01 0.01 0.00
H 5.105 -0.336 -2.417 0.01 0.02 0.00
C -4.644 -1.066 -2.488 -0.01 0.00 0.00
C 0.506 -2.335 -1.634 0.03 -0.05 0.05
H 0.508 -3.364 3.908 0.00 0.00 0.00
H 2.095 -5.298 -2.052 0.00 0.00 0.00
H -3.042 -4.859 2.019 0.00 0.00 0.00
C -0.174 -3.401 3.069 0.04 0.01 0.01
C -4.239 2.930 3.148 0.02 0.04 0.00
C 4.665 0.002 -1.475 0.04 -0.02 0.00
C -3.431 -1.109 4.031 0.01 0.00 -0.01
Se 0.684 2.997 3.438 0.57 0.21 -0.50
O 0.403 1.354 3.547 -0.23 0.00 0.02
C -2.135 -1.301 -1.309 0.02 -0.03 -0.06
C 5.431 -0.954 1.507 0.00 0.01 0.00
H 0.658 -4.119 -0.445 0.00 0.00 0.00
H 0.238 2.411 -5.405 0.00 0.00 0.00
C -0.810 -2.567 0.878 -0.01 0.02 -0.02
C 0.894 -1.719 -2.823 0.00 0.03 0.01
C 1.754 -4.295 -2.276 0.02 -0.01 -0.02
H 1.524 3.960 -2.776 0.00 0.00 0.01
H 4.555 3.506 0.158 0.01 -0.02 -0.02
H 6.273 -0.468 1.014 0.00 0.00 0.00
N -2.171 1.557 1.876 0.00 -0.11 0.31
C 2.126 -3.682 -3.461 -0.01 0.00 0.00
Cl 1.459 -1.556 1.997 -0.06 -0.03 0.01
C -2.933 0.915 2.815 0.03 0.18 0.09
C -2.365 2.836 1.671 -0.68 -0.31 -0.87
H 2.760 -4.203 -4.167 0.00 0.00 0.00
H -5.121 -1.016 5.374 0.00 0.00 0.00
C -2.657 -0.429 3.130 -0.01 -0.01 0.02
H -1.806 -0.904 2.663 0.00 -0.01 0.00
H -4.970 0.543 -1.102 0.00 0.00 0.00
```
Positions in Å, forces in eV/Å.

Results
HOMO-LUMO gap ... 7.4 eV
Multiplicity ... 1
Total charge ... -1
LUMO ... 2.0227 eV
E ... -200205.442 eV
ΔE to the lowest compared entry with this formula, charge and spin ... 1.358 eV

***

[2]
ORCA calculation (wB97M-V/def2-TZVPD) on a structure of composition C37H41IKN10OPS.

Structure (XYZ):
```
93
Properties=species:S:1:pos:R:3:forces:R:3
C -5.294 1.184 -0.841 -0.05 0.00 0.01
H 0.737 -3.236 4.275 0.01 0.00 0.01
H -0.545 -1.520 1.171 -0.29 0.01 0.28
H 6.181 -0.206 0.646 -0.04 0.08 -0.05
C -4.445 -1.678 2.521 0.00 -0.01 0.00
C 0.657 -3.775 3.327 -0.04 0.03 0.01
H -3.933 2.092 -6.708 0.01 0.00 0.00
N 6.675 3.208 -1.999 0.05 -0.01 0.01
N 5.566 -2.157 0.097 -0.05 0.07 -0.07
H -3.472 3.415 -0.980 0.00 0.01 0.01
C -3.158 3.405 0.057 -0.03 0.00 0.02
H 2.540 -4.573 3.213 0.01 0.05 0.00
H -2.048 3.419 3.746 0.00 0.00 0.00
C 1.021 0.448 2.486 -0.13 -0.02 -0.01
C -5.137 1.742 -3.546 -0.03 0.02 -0.02
C -3.124 4.596 0.765 0.01 0.02 0.03
C -4.109 0.933 -1.484 0.08 0.04 -0.03
C 5.328 3.342 0.005 -0.02 -0.01 -0.01
C -3.240 -0.681 0.675 0.00 -0.01 -0.04
C 5.656 2.735 -1.212 0.00 0.01 0.01
N 2.979 -4.483 -5.700 0.00 0.00 -0.03
H 6.713 2.897 -2.953 -0.01 0.00 -0.01
H 1.938 -4.155 1.757 -0.02 0.00 0.00
H 5.939 -2.261 -0.831 0.03 -0.05 0.03
H -2.086 1.318 2.494 -0.04 -0.02 -0.01
K 0.826 -1.012 -0.631 0.71 0.54 0.20
C -3.391 -3.091 0.897 -0.03 0.01 0.00
C -2.729 4.610 2.097 -0.01 0.00 -0.02
H -5.353 1.043 0.231 0.01 0.00 0.00
C 3.945 1.141 -0.721 0.06 -0.02 -0.09
H -2.709 5.540 2.650 0.00 0.00 0.00
H -7.154 2.465 -3.349 0.00 0.00 -0.01
H 0.536 -1.135 3.821 0.00 0.00 0.01
H 5.109 1.074 -2.500 -0.01 -0.01 0.00
H -2.357 -2.098 -0.688 0.00 0.01 -0.01
C -4.145 -2.949 2.053 0.00 0.01 -0.02
H -4.497 -3.823 2.586 0.00 0.00 0.00
C 4.982 -1.248 2.156 -0.03 0.02 0.01
C -5.082 2.099 -4.916 -0.02 0.00 0.02
C 0.137 -0.723 2.892 0.03 -0.02 0.00
H 7.044 -1.522 1.461 0.01 0.04 -0.01
H -0.884 -0.379 3.118 0.01 -0.01 0.02
C -2.360 3.424 2.709 -0.01 -0.03 -0.01
P -2.630 0.698 -0.385 -0.08 -0.11 0.08
O 0.484 -2.470 -2.356 0.00 -0.86 -1.02
N 0.894 -3.288 -3.255 -0.21 -0.01 0.11
C 4.930 1.599 -1.571 0.03 -0.02 0.01
H 3.085 -2.310 1.970 0.13 0.01 0.01
H 5.855 4.225 0.345 0.00 0.00 0.00
H 4.702 -0.250 2.491 0.01 0.01 0.02
C -2.932 1.078 -5.084 -0.02 0.02 -0.02
H -3.409 5.517 0.274 0.00 0.00 0.00
C -4.028 1.113 -2.907 0.03 -0.02 0.00
H 7.004 4.144 -1.838 -0.02 0.01 -0.01
C -6.324 2.010 -2.823 0.02 -0.01 0.00
N 0.122 -1.783 1.885 0.07 -0.18 0.32
H -0.527 -3.719 1.545 0.04 0.00 0.00
H 5.299 -1.837 3.022 -0.01 0.00 -0.01
N 0.657 0.991 1.173 0.00 0.25 0.29
I -1.478 -0.706 -3.264 -0.12 0.06 -0.12
S 3.369 -3.540 -0.619 -0.06 0.25 0.14
N 3.262 -0.774 -3.273 -0.01 0.02 0.03
C 6.076 -1.203 1.074 -0.05 -0.05 -0.03
C -3.984 1.814 -5.664 0.03 -0.02 0.00
C -0.331 -3.076 2.407 -0.13 0.05 0.01
C 2.528 -3.812 -4.882 -0.01 0.01 0.08
H 1.442 1.549 0.843 0.03 -0.03 -0.02
H -0.139 1.615 1.254 0.02 -0.01 -0.03
C -2.802 2.198 0.664 -0.04 0.04 -0.08
C 2.708 -1.749 -3.539 -0.02 0.01 -0.03
H -4.270 0.425 2.210 0.03 0.03 0.00
N 1.985 -3.872 2.735 0.15 0.03 -0.11
H -5.036 -1.557 3.420 0.00 0.00 0.00
C 2.003 -2.952 -3.868 0.10 0.01 -0.08
N 3.875 -1.897 1.466 -0.21 0.02 0.01
C -4.003 -0.555 1.835 0.00 0.02 0.01
H 0.969 1.201 3.284 0.07 0.01 0.01
H 2.055 0.107 2.415 0.00 -0.02 0.01
H -5.938 2.601 -5.352 -0.01 0.00 0.00
H 0.221 -4.753 3.564 -0.02 0.01 0.00
C -6.425 1.690 -1.504 0.01 0.00 0.01
C -2.936 -1.969 0.221 0.01 -0.01 0.00
H -7.339 1.870 -0.954 0.00 0.00 0.00
C 4.276 -2.497 0.326 0.09 -0.25 0.01
H 3.416 0.243 -1.018 -0.09 0.00 0.06
H 4.032 3.287 1.700 0.00 0.00 0.00
C -2.951 0.711 -3.766 -0.01 0.01 0.05
C -2.390 2.231 1.996 0.03 -0.01 0.03
N 3.604 1.722 0.433 0.05 -0.03 0.03
C 4.306 2.809 0.765 0.00 0.01 0.02
H -3.153 -4.076 0.516 0.00 0.00 0.00
H -2.111 0.754 -5.710 0.00 0.00 -0.01
H -1.281 -2.982 2.954 -0.01 -0.01 -0.03
```
Positions in Å, forces in eV/Å.

Results
HOMO-LUMO gap ... 8.0 eV
Multiplicity ... 1
Total charge ... 0
LUMO ... 0.1431 eV
E ... -100532.748 eV
ΔE to the lowest compared entry with this formula, charge and spin ... 0.584 eV

***

[3]
ORCA calculation (wB97M-V/def2-TZVPD) on a structure of composition C37H41NOP3PdS.

Structure (XYZ):
```
85
Properties=species:S:1:pos:R:3:forces:R:3
H -2.834 3.314 2.714 -0.04 -0.01 0.11
C -2.357 -3.912 3.289 -0.12 -0.08 0.08
C 1.410 -3.812 -3.717 0.03 0.25 0.12
Pd -0.267 0.334 0.340 -0.22 -0.07 -1.26
C -1.313 0.001 2.067 0.35 0.65 -0.86
C 3.570 -5.256 -2.765 -0.01 -0.10 -0.04
C -3.045 1.658 0.157 0.14 -0.13 -0.14
O -1.571 1.023 2.709 -0.64 -0.21 1.31
C 5.582 -0.297 -4.734 0.24 0.10 -0.05
H 3.321 -6.854 0.160 0.06 -0.12 -0.02
H 2.528 2.269 -0.714 0.11 -0.02 0.02
C 2.422 -3.171 -3.015 -0.16 0.33 -0.31
H 1.728 3.720 -1.361 0.10 0.15 -0.04
H 0.997 -6.564 -0.619 -0.07 -0.02 -0.05
H -2.679 0.754 -0.353 -0.27 0.28 0.14
H 4.297 -3.395 -2.002 0.09 0.09 0.09
H -0.601 3.645 -2.734 -0.02 -0.07 -0.02
H 7.259 0.805 -3.980 0.09 0.04 -0.01
H 4.455 -5.013 1.345 0.05 0.03 0.00
C 3.507 -3.892 -2.543 0.02 0.19 0.10
C -2.775 -1.550 3.320 0.22 0.17 -0.09
C 1.103 1.628 -3.218 -0.13 -0.15 0.22
H 0.491 1.031 -3.891 -0.05 -0.02 -0.09
H 6.400 0.865 -1.661 0.07 0.01 0.08
H 0.572 -3.234 -4.074 -0.15 0.06 -0.06
C 3.901 -0.862 -3.127 -0.15 0.18 -0.31
H 2.071 1.148 -3.118 0.16 0.10 -0.12
H 4.406 -5.824 -2.381 0.04 0.00 0.02
C 4.369 -0.885 -4.436 -0.15 -0.09 0.31
C -1.440 3.747 -0.739 -0.10 -0.03 0.24
H 2.457 -1.456 -0.607 0.17 -0.15 -0.14
C 0.819 -4.587 0.179 -0.06 0.10 0.12
C 2.794 -5.932 0.357 0.07 -0.01 0.08
C -1.624 -1.326 2.547 -0.63 -1.09 0.70
H -3.355 -0.690 3.630 -0.02 0.06 0.00
C 1.478 -5.172 -3.942 0.02 -0.34 -0.02
C 1.485 -5.766 -0.075 0.08 -0.18 0.01
H -0.631 -4.561 2.210 0.02 -0.07 0.06
C 1.587 2.815 -0.770 -0.12 -0.01 -0.13
P 0.484 -1.972 1.015 -0.17 0.02 0.15
H 3.447 1.245 4.667 0.01 -0.02 0.03
P -1.589 2.628 0.766 -0.30 0.70 -0.28
C 2.477 -0.645 4.374 0.07 -0.16 0.23
H 3.274 -2.907 1.788 -0.02 -0.01 0.04
H 3.056 2.006 2.359 -0.07 0.08 -0.04
H -1.820 2.409 -2.391 0.05 0.00 0.01
H 2.611 -6.965 -3.628 0.00 -0.07 -0.02
H 5.949 -0.304 -5.750 0.03 -0.01 -0.09
C -0.869 -2.439 2.108 -0.02 0.62 0.18
H 2.651 -0.975 5.391 0.00 -0.03 0.02
C 2.558 -5.899 -3.463 0.01 0.09 -0.04
H 1.229 2.631 -3.626 0.05 0.04 -0.04
C 2.922 0.601 3.972 0.05 0.18 -0.10
C 3.429 -4.892 1.019 0.19 -0.30 -0.14
C 1.550 -1.031 2.189 0.10 -0.17 -0.05
C 1.982 0.237 1.792 0.32 -0.24 -0.16
H 0.688 -5.671 -4.486 -0.05 -0.01 -0.02
H 1.741 0.564 0.766 0.47 -0.02 0.41
S 2.179 -1.376 -2.774 0.97 -0.74 0.31
H 4.223 -0.179 -1.126 -0.09 0.03 0.05
C 2.761 -3.710 1.272 -0.18 0.18 0.13
C -1.228 -3.714 2.516 -0.07 -0.21 0.04
H -0.196 -4.449 -0.175 -0.05 -0.01 -0.05
H 1.473 -2.457 3.783 -0.09 0.03 0.07
N 1.859 -1.019 -1.305 0.13 0.15 -0.27
H -3.649 1.356 1.010 -0.03 -0.08 0.07
C 5.840 0.358 -2.432 0.37 0.10 -0.34
C -3.142 -2.825 3.678 -0.13 -0.26 0.07
P 0.328 1.708 -1.541 -0.21 0.30 0.17
C 6.321 0.328 -3.737 -0.15 -0.06 0.17
H 3.770 -1.348 -5.208 -0.03 -0.06 -0.12
C 1.808 -1.471 3.483 0.02 0.13 -0.15
H -1.946 4.688 2.045 0.05 0.12 0.05
H 1.261 3.071 0.239 0.04 -0.02 -0.06
C 2.688 1.037 2.673 0.10 0.10 0.10
C 4.629 -0.229 -2.128 -0.48 -0.33 -0.06
C -0.979 2.964 -1.960 0.16 -0.04 -0.11
H -3.467 4.169 1.285 -0.15 0.09 -0.06
H -4.038 -2.992 4.266 0.02 0.01 0.04
H -0.688 4.506 -0.494 -0.04 0.01 0.02
H -2.632 -4.914 3.594 -0.02 -0.05 -0.01
H -3.647 2.259 -0.524 -0.17 0.13 -0.05
H -2.378 4.277 -0.948 -0.01 -0.01 -0.01
C 1.419 -3.552 0.910 0.11 0.08 -0.12
C -2.566 3.829 1.795 0.17 -0.11 -0.02
```
Positions in Å, forces in eV/Å.

Results
HOMO-LUMO gap ... 3.8 eV
Multiplicity ... 1
Total charge ... -1
LUMO ... 2.2506 eV
E ... -84751.531 eV
ΔE to the lowest compared entry with this formula, charge and spin ... 1.748 eV

***

Among the records above, which one has the highest HOMO-LUMO gap?
C37H41IKN10OPS